# 1
Formula: C37H45ClNO3
Source: OMol25
Level of theory: wB97M-V/def2-TZVPD

The geometry in ORCA input format:
```
! wB97M-V def2-TZVPD RIJCOSX def2/J DEFGRID3
* xyz -1 1
H -2.4851 0.9462 -2.4159
H 3.2522 1.9602 5.7310
H 1.5287 1.4769 -1.1457
C 4.5147 -3.6515 2.9302
H 5.4580 -1.0413 4.9431
H -2.3829 3.4966 -1.7108
C 5.3294 -2.0864 4.6526
C 0.0696 2.3730 4.5209
C -6.2389 -2.1101 5.3634
H -0.4543 2.2575 3.5637
C -1.7908 -2.0605 3.1528
H 3.2816 2.6361 3.3539
H 4.7862 -2.6216 5.4369
C 2.3528 -0.3024 -2.0464
C 2.2140 2.8621 3.3982
H -3.9453 0.7833 0.9361
H 2.0493 3.2289 6.0723
C 3.1638 -1.5463 3.4348
C 1.6874 0.4634 3.9843
C -2.1836 -0.8444 2.5250
Cl 2.8104 -3.7498 -4.0726
H 4.9136 -1.4736 1.2899
H -1.8606 1.5344 -3.9931
C -1.9223 1.7495 -2.9174
C 2.0231 -2.2633 3.2099
H 1.2469 -1.4552 -3.5159
H 0.0213 3.4357 4.7937
C -6.1265 0.5959 2.7962
C -4.4133 -1.0017 3.4854
H -4.5700 -3.3901 5.8052
C -2.8035 -2.7918 3.8457
C 1.3674 0.6672 -1.8509
C -4.0562 -2.2473 4.0810
H -0.4616 1.8105 5.2986
H 2.0783 3.9073 3.6982
C -3.7951 0.9697 2.0136
H 5.5434 -0.4003 2.5681
C 4.5773 -2.1769 3.3207
H 5.5337 -4.0534 2.8596
H 4.0340 -3.7918 1.9556
H 6.3926 -1.9213 2.1733
H 4.9444 -3.2561 -2.2668
C -5.0599 -2.9749 4.9196
C 3.0334 -0.1161 3.7990
H 2.0944 -3.3112 2.9033
C 0.6021 -0.3418 3.7688
C 2.1837 2.1806 5.7814
H 3.7871 0.6066 -0.6898
H 1.7154 1.5505 6.5435
H -2.2819 3.8008 -3.4516
C -5.0378 1.6315 2.5896
C -0.4287 -2.5037 3.0835
H -7.0091 1.0408 3.2670
H -7.0607 -2.7382 5.7155
C -6.7352 -1.2787 4.1976
H 3.9809 -4.2399 3.6850
C 0.1277 0.7005 -2.5982
C 0.7005 -1.7034 3.3229
H -5.9432 -1.4526 6.1860
H 1.7680 2.7227 2.4088
H -7.1385 -1.9454 3.4112
H -1.4720 -0.3388 1.8635
H -6.4401 0.1828 1.8173
H 6.3169 -2.5493 4.5435
C 3.0826 -2.4509 -2.9981
C -3.4510 -0.3137 2.6929
C 3.5901 -0.2678 -1.3184
H -0.2534 -3.5718 2.9699
O 4.0516 0.5898 3.9805
O -0.3259 -0.1521 -3.3715
H -5.4073 2.3994 1.9067
C -2.6017 3.0768 -2.6961
H -5.4580 -3.8323 4.3529
H -4.7997 2.1105 3.5431
C 2.1596 -1.4158 -2.9350
C 5.4098 -1.4423 2.2654
C 1.5333 1.9427 4.4154
H -2.5689 -3.7832 4.2516
H 5.4349 -1.2631 -0.8264
O -0.6022 1.8334 -2.3547
C 4.5005 -1.3119 -1.3921
H -0.3992 0.0539 3.9299
N -5.6669 -0.4773 3.6487
H -7.5385 -0.5984 4.5013
H -2.9482 1.6609 2.0835
C 4.2463 -2.4304 -2.2061
H -3.6797 2.9411 -2.7977
*
```

Computed properties:
Energy, hartree: -2177.623502
Lowest unoccupied orbital energy, hartree: 0.045



# 2
Formula: C37H45N6O3S2V
Source: OMol25
Level of theory: wB97M-V/def2-TZVPD

The geometry in ORCA input format:
```
! wB97M-V def2-TZVPD RIJCOSX def2/J DEFGRID3
* xyz 0 3
O -2.3527 -6.9244 -1.5995
C 2.1256 -2.3861 3.0968
C 1.1265 -1.7705 5.2991
C 1.2703 -1.6164 -5.6450
H 2.9589 -1.7522 3.4760
C -3.0627 -3.7689 -0.2440
H -4.5118 2.3712 -3.5043
C -0.8539 -0.0024 3.4440
O -3.8002 -6.6715 0.1022
H 3.1006 2.6490 3.2409
H -1.4907 3.3397 4.5425
C 1.4684 2.7017 1.7379
H -4.1514 -3.8445 -0.2153
H 3.6312 3.3876 1.6212
H -3.9480 -6.0722 0.8449
C 3.8935 -1.6761 -0.7181
C -1.1771 -2.2640 -0.2931
H 1.8442 1.4275 0.0445
C 2.9791 2.6230 2.1211
C -0.3488 -3.0370 3.7559
H -4.3890 4.5397 -4.8834
C -2.8560 1.0540 -4.0968
N -2.8180 3.1800 -4.6393
C -2.5592 -2.4713 -0.1937
S -0.3766 -0.6957 -0.6901
H 0.3182 -1.2903 5.8763
C -0.2743 -3.3385 -0.4033
C 1.3434 0.3303 2.6941
H -0.4287 -3.0859 -5.7581
H 7.1849 1.3290 -0.7752
C 0.7910 -1.9707 3.7882
H -2.8878 3.4127 1.0871
C -3.3290 1.4032 3.1138
H -2.9485 5.2184 -4.1670
H 2.2837 3.0559 -0.2481
C 1.5846 -0.2543 -5.4347
C -3.5813 2.1697 -4.0340
H 7.4313 -0.2154 -1.5468
C -2.0456 2.1662 2.7177
H -2.8444 4.8254 -5.8900
C -1.6039 2.6607 -5.0602
H 1.9852 -1.1030 5.4577
C -3.2712 4.5249 -4.9210
H 2.2999 -3.4729 3.2893
N 2.9475 -2.0747 -0.1790
H 0.8042 -3.1029 -0.3238
H -1.7593 -0.4403 3.7637
H -0.1096 -4.0001 4.2643
C 0.4036 -0.6199 3.2987
C -1.1004 -1.0515 -5.4484
H -2.9800 3.8700 3.8265
H -0.0242 4.2874 1.4028
C -0.8145 -4.6411 -0.5340
N -1.6389 1.2895 -4.7390
H -2.6161 1.8539 0.5947
V -0.2743 0.0212 1.4366
H 2.0792 -2.3036 -5.7953
O 4.8056 1.0767 -0.3077
C -1.9861 3.4740 3.5732
C 1.4995 2.4400 0.2175
H -0.7485 -3.2786 2.7556
H -3.4701 0.4968 2.4825
N 6.5277 -2.5716 -2.8257
H 1.4007 -2.7644 5.7270
H -4.1858 2.0670 3.0373
N 0.6457 0.6403 -5.0884
C -2.7500 -6.2498 -0.6556
S -0.3857 3.4877 -5.8072
H -3.0520 0.1843 -3.5489
C 0.9062 4.1413 1.9972
H 0.5042 2.5904 -0.2565
H -0.2068 -5.4666 -0.8643
C -0.7607 1.3508 2.8307
H 3.3727 1.6767 1.7594
H 2.2749 -0.0352 2.2095
H -1.2134 2.8779 0.7337
C -2.2109 -4.8558 -0.3974
H -1.2218 -2.5802 4.2441
C -2.1852 2.6066 1.1865
H -2.1878 -1.1946 -5.5419
H -3.2350 1.0416 4.1310
C 5.0374 -1.1919 -1.2784
C 0.6449 1.5920 2.4771
H 2.6307 0.1293 -5.5049
H 1.6242 4.8841 1.6456
H 2.0974 -2.2355 2.0095
C 5.7836 -2.0178 -2.1443
H -1.4392 4.3519 3.1253
C 5.4638 0.1967 -0.9168
N 6.7797 0.4393 -1.1007
C -0.6672 0.3003 -5.1508
C -0.1267 -2.0376 -5.6803
H -3.3191 -1.6743 -0.0941
H 0.7267 4.3348 3.0629
*
```

Computed properties:
Energy, hartree: -3731.405500
Lowest unoccupied orbital energy (alpha / beta), hartree: -0.096 / -0.065
ΔE to the lowest compared entry with this formula, charge and spin, kcal/mol: 23.0



# 3
Formula: C37H46Cl2CrN5O6STe
Source: OMol25
Level of theory: wB97M-V/def2-TZVPD

The geometry in ORCA input format:
```
! wB97M-V def2-TZVPD RIJCOSX def2/J DEFGRID3
* xyz 1 3
H 5.7009 -2.9741 2.8705
H 1.7354 -3.6716 -1.0660
H -3.3052 7.0123 -0.1766
C 2.5142 -4.0766 2.5648
C 1.3775 -2.8056 -3.0173
C -4.4198 2.7782 1.5370
H -2.8811 3.2066 -0.7944
C 4.4497 3.0677 2.7922
C 2.7700 -1.9096 1.5484
H 6.7381 2.5053 4.0307
C 4.1099 -1.8998 1.9206
H 5.9668 3.2075 5.4492
H -2.5607 -5.3929 0.1495
C 0.9203 -0.6360 -4.7267
C -3.8495 -2.8617 -3.5717
C 1.6484 -3.9809 -2.1127
H 2.7285 -3.4836 -4.5291
H 4.7146 -1.0348 1.6803
H -0.4168 0.0744 -3.2263
H 5.3129 3.5417 2.3409
N -2.2223 2.4536 -0.6435
H -4.7044 3.0472 0.5146
C -2.8289 1.3775 0.1225
H -5.8425 -4.8063 -4.1661
O -0.2805 3.3090 2.7542
H -0.5700 4.9802 0.6611
H 6.0438 1.4579 5.2765
C 2.2443 -0.7701 0.7533
H 0.8467 -4.7212 -2.1847
C 0.2520 -0.7189 -3.5129
N -2.7513 4.5645 1.8418
C 4.1516 1.3782 -1.5597
H 3.5602 1.2888 5.5262
H 2.3295 -1.5797 -6.0386
C 0.4708 -1.8006 -2.6712
Cl 2.4230 1.5561 -2.0356
N -1.2847 5.6731 0.4821
C -2.5197 -3.8928 -1.3738
C 1.9698 -2.9950 1.8896
C 3.4674 1.8008 4.5762
H -3.4442 -5.7458 -1.9017
C -3.3197 1.7030 1.5356
H -3.6965 0.7851 1.9847
H -4.4517 -5.0689 -5.2102
H 1.8866 -4.9188 2.8257
H -2.8530 -0.3842 -4.2061
C -4.0389 4.0453 2.2890
C 2.1437 2.4772 2.7135
C -1.9440 0.1498 0.1275
H -4.4070 6.2838 0.9088
C 2.2425 1.8291 3.9370
C -4.7956 -5.1134 -4.1758
N 1.3598 -0.8378 -0.2200
H 2.5811 -4.4745 -2.3799
H 1.3776 1.3410 4.3677
H -1.3997 2.8298 -0.1790
Cl 4.9237 2.9472 -1.3576
H -4.8191 4.7962 2.1703
C -3.0565 -2.0156 -2.8055
C 3.2316 3.1056 2.1347
H -0.9280 -4.8647 -0.2135
C -3.3170 -4.7035 -2.1750
H 0.9087 -2.9802 1.6667
H 4.2895 -4.9323 3.4128
H -2.0050 -3.8323 0.7368
C -3.9630 -4.2171 -3.3002
H -1.9272 4.0586 2.1769
H -4.1518 -0.1976 -3.0400
C 1.8066 -1.6355 -5.0927
N -3.5232 6.2441 0.4340
C 4.5865 2.4136 4.0128
H -5.3239 2.3892 2.0075
H -3.6946 1.0259 -0.4554
O -0.9972 0.0972 -0.8180
C 2.0300 -2.7067 -4.2411
Cr 1.0958 1.0741 -0.2016
Te -0.4412 -1.9301 -0.7667
C -2.3299 -2.5418 -1.7238
C -2.5299 5.4892 0.9327
C 5.9095 2.3896 4.7280
S 0.5860 2.4947 1.9197
H 4.1475 0.8491 -0.6138
H 3.1320 3.5925 1.1740
H -2.4611 2.0062 2.1406
C -1.9606 -4.5219 -0.1073
O -2.1474 -0.8170 0.8273
O 0.0814 1.1223 1.7005
H -1.0885 6.3721 -0.2121
H 0.7483 0.2102 -5.3793
H 4.6366 0.8404 -2.3646
C 3.8617 -4.0797 2.9019
H -4.7422 -6.1494 -3.8450
H -2.4914 0.0695 -2.5414
H -4.4026 -2.4398 -4.4058
C -3.1236 -0.5485 -3.1618
O 2.7366 0.4027 0.9526
C 4.6556 -2.9845 2.5907
O 0.7587 3.0894 0.5527
H -3.9512 3.8495 3.3570
*
```

Computed properties:
Energy, hartree: -4793.632730
Lowest unoccupied orbital energy (alpha / beta), hartree: -0.079 / -0.079
ΔE to the lowest compared entry with this formula, charge and spin, kcal/mol: 33.7



Among the records above, which one has the highest energy? C37H45ClNO3



The highest energy belongs to which entry? C37H45ClNO3



Number 2 is which compound? C37H45N6O3S2V